A | This record from the OMol25 dataset describes a single C10H11N molecule. The level of theory is the ωB97M-V functional and the def2-TZVPD basis.

```
! RIJCOSX wB97M-V def2-TZVPD def2/J DEFGRID3
* xyz 0 1
C -2.90850 0.63690 0.36045
C -1.86431 1.38191 -0.11580
C -2.81766 -0.73765 0.40878
C -0.71830 0.72632 -0.26145
C -0.64907 -0.67331 -0.18526
C 0.80046 -1.11336 -0.29905
C 1.15589 -2.34628 -0.55243
C 0.62706 1.29164 -0.78778
C 1.73326 0.11486 -0.30614
C 2.21128 0.52995 1.11350
N -1.72300 -1.39066 0.12435
H -3.78544 1.06770 0.63234
H -1.87231 2.45397 0.16133
H -3.63742 -1.36112 0.52285
H 2.05057 -2.63869 -0.84418
H 0.29708 -3.15490 -0.69461
H 0.63506 1.26725 -1.98129
H 0.85824 2.28375 -0.48418
H 2.58887 -0.08759 -0.92617
H 1.46339 0.29026 1.81762
H 2.48947 1.58364 1.11493
H 3.06537 -0.12459 1.18219
*
```

The value obtained for the HOMO energy is -8.6100 eV. Its structure (SMILES) is C=C1c2ncccc2C[C@H]1C. Its LUMO energy is 0.662 eV. The gap between HOMO and LUMO is 9.27 eV.


B | This record from the OMol25 dataset describes C10H11N as an isolated structure. The level of theory is the ωB97M-V functional and the def2-TZVPD basis.

```
! RIJCOSX wB97M-V def2-TZVPD def2/J DEFGRID3
* xyz 0 1
C -2.94621 -0.73282 -0.25396
C -1.38319 -0.68475 -0.00004
C -0.50216 -1.71903 0.23008
C 0.85620 -1.11560 -0.02850
C 2.20110 -1.38469 0.15026
C 3.21008 -0.51282 0.02370
C 2.83938 0.93082 -0.20302
C 1.52413 1.18314 -0.23836
C 0.57992 0.23273 -0.28064
C -1.38499 1.85941 0.31073
H -3.30931 -1.37553 1.17853
H -3.11552 0.75717 -0.76108
H -3.29271 -1.89071 -1.54237
H -0.88111 -2.88027 -0.05711
H 2.50003 -2.44913 0.02004
H 4.31577 -0.77700 0.28184
H 3.58175 1.51849 -0.11828
H 0.75156 2.12857 -0.22636
H -1.88472 2.65138 -0.68051
H -2.36491 1.45827 1.05625
H -0.52905 2.32027 1.18147
N -0.76605 0.48211 -0.04265
*
```

The value obtained for the HOMO energy is -7.9218 eV. Its LUMO energy is -0.526 eV. The gap between HOMO and LUMO is 7.40 eV.


Tell me which of them is the most stable. Sure, it is A.


A | This record from the OMol25 dataset describes a single C3H3FN2S molecule. The level of theory is the ωB97M-V functional and the def2-TZVPD basis.

```
! RIJCOSX wB97M-V def2-TZVPD def2/J DEFGRID3
* xyz 0 1
C -0.12136 -1.15538 -0.14123
C 1.63342 0.11853 -0.07415
C 0.57065 0.91089 -0.00976
H -2.58497 0.31394 1.25406
H -0.96738 -1.93934 -0.40399
H 2.79037 0.23843 -0.36820
N -0.67104 0.08847 0.11496
N 1.17594 -1.17261 -0.04739
F 0.57212 2.25335 -0.12808
S -2.39775 0.34372 -0.19621
*
```

The value obtained for the HOMO energy is -9.1013 eV. Its structure (SMILES) is Fc1cncn1S. Its LUMO energy is 0.142 eV. The gap between HOMO and LUMO is 9.24 eV.


B | This record from the OMol25 dataset describes a single C3H3FN2S molecule. The level of theory is the ωB97M-V functional and the def2-TZVPD basis.

```
! RIJCOSX wB97M-V def2-TZVPD def2/J DEFGRID3
* xyz 0 1
C -0.25131 0.73175 -1.04927
C -1.60295 -0.07329 0.52126
C -0.31847 -0.66439 0.66026
H 2.83443 0.34762 0.37334
H 0.05562 1.49215 -1.67357
H -2.32023 -0.42005 1.14319
N 0.58415 -0.03816 -0.23554
N -1.43490 0.78099 -0.57655
F 0.15353 -1.75332 1.35842
S 2.30012 -0.40330 -0.52154
*
```

The value obtained for the HOMO energy is -9.1446 eV. Its structure (SMILES) is Fc1cncn1S. Its LUMO energy is 0.338 eV. The gap between HOMO and LUMO is 9.48 eV.


Tell me which of them is the most stable. Sure, it is B.


A | This record from the OMol25 dataset describes an isolated ion of composition C4H12N4 and charge +2. The level of theory is the ωB97M-V functional and the def2-TZVPD basis.

```
! RIJCOSX wB97M-V def2-TZVPD def2/J DEFGRID3
* xyz 2 1
C -1.33506 -0.11251 -0.37350
C -0.82483 1.05779 -0.05045
C 0.57562 1.09008 0.41488
C 1.03633 -0.32651 -0.12093
N -0.25862 -1.02801 -0.35854
N 1.79282 -1.20177 0.74390
N -1.74281 2.21201 0.28418
N -0.15210 -2.18125 -1.08810
H -2.23535 -0.31451 -0.85168
H 1.21548 1.62469 -0.26944
H 0.74051 1.26474 1.48936
H 1.65227 -0.11233 -1.01486
H 2.92623 -1.34008 0.64463
H 1.37347 -2.13736 0.49180
H -1.54296 2.52627 1.35116
H -2.76345 2.04203 0.13499
H -1.47779 3.08004 -0.33524
H -0.41485 -3.07969 -0.72551
H 1.61070 -0.89341 1.71142
H -0.17560 -2.17021 -2.07805
*
```

The value obtained for the HOMO energy is -16.9668 eV. Its structure (SMILES) is NN1C=C([NH3+])C[C@H]1[NH3+]. Its LUMO energy is -6.965 eV. The gap between HOMO and LUMO is 10.00 eV.


B | This record from the OMol25 dataset describes an isolated ion of composition C4H12N4 and charge +2. The level of theory is the ωB97M-V functional and the def2-TZVPD basis.

```
! RIJCOSX wB97M-V def2-TZVPD def2/J DEFGRID3
* xyz 2 1
C 2.21033 1.15762 0.40354
C -2.19917 0.93638 -0.27085
C -1.37404 -1.34424 0.03958
C 1.57074 -1.28542 -0.35790
N -0.04707 0.63868 -0.02015
N -1.12655 -0.01094 -0.11865
N 1.87126 2.24662 0.88496
N 1.20432 0.08885 0.08891
H 3.26342 0.76072 0.41951
H -1.63874 1.82023 -0.34305
H -2.75875 0.85219 -1.29179
H -2.99428 0.83218 0.50934
H -1.70924 -1.50226 0.98375
H -2.22256 -1.55362 -0.55216
H -0.57289 -2.01564 -0.18256
H 1.03393 -1.69813 -1.18950
H 1.63604 -1.98894 0.43963
H 2.63544 -1.21934 -0.67017
H 2.61774 2.98195 1.17773
H 0.94023 2.60572 0.93021
*
```

The value obtained for the HOMO energy is -19.2619 eV. Its structure (SMILES) is CN(C)/N=[N+](\C)C=[NH2+]. Its LUMO energy is -9.804 eV. The gap between HOMO and LUMO is 9.46 eV.


Tell me which of them is the most stable. Sure, it is A.


A | This record from the OMol25 dataset describes a single C25H33N3O4 molecule. The level of theory is the ωB97M-V functional and the def2-TZVPD basis.

```
! RIJCOSX wB97M-V def2-TZVPD def2/J DEFGRID3
* xyz 0 1
C 5.27871 0.88770 0.96512
H 5.53624 0.18931 1.75888
H 5.42993 1.89795 1.33901
H 4.22512 0.76777 0.72350
C 6.15059 0.65034 -0.26510
C 7.62733 0.81385 0.08424
H 7.80932 1.80371 0.49483
H 7.92646 0.07537 0.82530
H 8.25074 0.68774 -0.79771
C 5.91909 -0.74166 -0.87426
O 4.63411 -0.87073 -1.44857
C 3.58981 -1.40557 -0.76605
C 3.63928 -2.00916 0.48721
C 2.48950 -2.53391 1.04789
C 1.26733 -2.44550 0.39593
C 1.22033 -1.86236 -0.86940
C 2.36409 -1.35406 -1.44000
H 2.34384 -0.90633 -2.42108
H 0.28693 -1.81782 -1.41019
C 0.06299 -3.06822 1.00578
O 0.08207 -4.18291 1.49523
N -1.10455 -2.36486 0.96100
C -1.33918 -1.03308 0.60480
C -0.42137 -0.02573 0.86714
C -0.65114 1.27595 0.46656
C -1.82307 1.62589 -0.20788
C -2.76508 0.61398 -0.42707
C -2.54951 -0.69083 -0.02060
N -3.48845 -1.73136 -0.24226
C -4.28208 -1.66467 -1.45418
H -3.62894 -1.43191 -2.29643
C -4.93120 -3.03689 -1.65247
H -5.57384 -3.03960 -2.53420
O -5.75861 -3.36925 -0.56089
C -5.02332 -3.37961 0.64030
H -5.73522 -3.61436 1.43335
C -4.35635 -2.02464 0.88947
H -3.77706 -2.05000 1.81414
H -5.13962 -1.25364 0.99590
H -4.25133 -4.16341 0.59755
H -4.14255 -3.79495 -1.76941
H -5.08291 -0.90833 -1.39368
H -3.67921 0.84531 -0.94997
N -2.05640 2.89797 -0.71573
C -3.35421 3.52349 -0.54567
H -4.14576 2.77855 -0.51292
C -3.37715 4.34535 0.75203
H -4.31855 4.88781 0.85300
O -2.36003 5.32135 0.76334
C -1.08672 4.72951 0.61578
C -1.02157 3.91132 -0.68038
H -0.04169 3.45567 -0.81279
H -1.20540 4.58699 -1.52389
H -0.37010 5.55218 0.59768
H -0.87739 4.08119 1.48063
H -3.25373 3.66484 1.61034
H -3.52682 4.18983 -1.39766
H 0.09707 2.01589 0.69970
H 0.49000 -0.26214 1.39336
H -1.92647 -2.92184 1.15390
H 2.53276 -3.01378 2.01412
H 4.56267 -2.08466 1.03885
H 6.11711 -1.52328 -0.13542
H 6.61320 -0.88204 -1.71006
H 5.87993 1.38629 -1.02991
*
```

The value obtained for the HOMO energy is -7.3940 eV. Its structure (SMILES) is CC(C)COc1ccc(C(=O)Nc2ccc(N3CCOCC3)cc2N2CCOCC2)cc1. Its LUMO energy is 0.608 eV. The gap between HOMO and LUMO is 8.00 eV.


B | This record from the OMol25 dataset describes a single C25H33N3O4 molecule. The level of theory is the ωB97M-V functional and the def2-TZVPD basis.

```
! RIJCOSX wB97M-V def2-TZVPD def2/J DEFGRID3
* xyz 0 1
C -0.96177 4.82789 -6.50002
H -0.04664 5.37708 -6.29384
H -0.70433 3.93048 -7.05836
H -1.60372 5.44996 -7.12008
C -1.67804 4.45823 -5.19925
C -0.82945 3.52779 -4.36828
C 0.40905 3.92231 -3.87649
C 1.19089 3.07171 -3.11873
C 0.73989 1.78717 -2.83516
C -0.49934 1.37950 -3.32107
C -1.26867 2.24234 -4.07630
H -2.22802 1.90866 -4.44600
H -0.85536 0.38198 -3.10378
N 1.47735 0.86744 -2.07965
C 2.67654 1.02702 -1.46369
O 3.34810 2.03470 -1.45410
C 3.07336 -0.25687 -0.75268
C 2.11835 -0.62260 0.38980
C 1.33060 -1.91010 0.24955
O 0.62934 -2.21032 -0.69546
N 1.53554 -2.64048 1.36290
C 0.93401 -3.93096 1.58281
C -0.08796 -3.91906 2.72217
H 0.38529 -3.58131 3.64535
H -0.43456 -4.94139 2.87350
C -1.26344 -2.99336 2.40743
N -2.02375 -2.66453 3.60049
C -2.81510 -3.78255 4.08936
C -3.51381 -3.37574 5.38679
O -4.34206 -2.25359 5.19948
C -3.59145 -1.17051 4.70569
C -2.90075 -1.52385 3.38881
H -2.30312 -0.67333 3.05338
H -3.66827 -1.73996 2.62471
H -4.29421 -0.34777 4.56400
H -2.82839 -0.87919 5.44358
H -4.16056 -4.17875 5.74422
H -2.75102 -3.15236 6.14833
H -2.15784 -4.62895 4.29034
H -3.57496 -4.08866 3.34795
H -0.87044 -2.05462 2.00779
H -1.89678 -3.44689 1.62576
H 1.72346 -4.65846 1.80116
H 0.44429 -4.20649 0.64517
C 2.44158 -2.04804 2.33205
C 3.11976 -0.95027 1.53905
C 3.58896 0.39687 2.03876
C 4.37395 0.85093 1.06840
H 4.86185 1.79735 0.96102
C 4.42515 -0.25051 0.03004
H 5.31451 -0.30542 -0.58936
O 4.25752 -1.41518 0.82279
H 3.25255 0.87025 2.93910
H 3.16680 -2.78919 2.67621
H 1.89418 -1.64192 3.18974
H 1.43984 0.19569 0.64501
H 3.11470 -1.07173 -1.48273
H 1.03308 -0.03914 -1.97475
H 2.14831 3.39501 -2.74631
H 0.78006 4.91419 -4.08618
C -2.04733 5.71469 -4.40787
H -2.71188 6.34642 -4.99336
H -1.15915 6.28965 -4.15880
H -2.55165 5.44475 -3.48253
H -2.60504 3.93398 -5.45790
*
```

The value obtained for the HOMO energy is -8.2323 eV. Its structure (SMILES) is CC(C)c1ccc(NC(=O)[C@@H]2[C@H]3C(=O)N(CCCN4CCOCC4)C[C@]34C=C[C@H]2O4)cc1. Its LUMO energy is 0.592 eV. The gap between HOMO and LUMO is 8.82 eV.


Tell me which of them is the most stable. Sure, it is B.


A | This record from the OMol25 dataset describes a 2-piece molecular cluster, C2H3N3OS2 overall. The level of theory is the ωB97M-V functional and the def2-TZVPD basis.

```
! RIJCOSX wB97M-V def2-TZVPD def2/J DEFGRID3
* xyz 0 1
C -2.68110 -0.42635 1.31176
C 1.17286 -0.12404 -0.60148
N -1.03831 0.04008 -0.58852
N 2.11856 0.64490 0.04161
N 0.00023 -0.28014 -0.05152
O -3.42018 -0.74190 0.48997
S -1.57454 0.07275 2.35146
S 1.48171 -1.17648 -1.89279
H -1.04606 0.09542 -1.62009
H 1.99820 1.01021 0.93673
H 2.98864 0.88556 -0.37713
*
```

The value obtained for the HOMO energy is -8.9175 eV. Its structure (SMILES) is [H]/N=N\C(N)=S.O=C=S. Its LUMO energy is -0.717 eV. The gap between HOMO and LUMO is 8.20 eV.


B | This record from the OMol25 dataset describes C2H3N3OS2 as an isolated structure. The level of theory is the ωB97M-V functional and the def2-TZVPD basis.

```
! RIJCOSX wB97M-V def2-TZVPD def2/J DEFGRID3
* xyz 0 1
C -1.34445 -0.44302 0.00068
C 0.66581 -0.81337 0.12175
H 2.33597 1.48005 -0.54539
H 1.61259 2.17805 0.84113
H -3.11140 -1.85333 -0.53372
N 1.35844 1.69108 -0.01811
N 0.71675 0.52338 0.08949
N -0.51476 -1.41161 0.09013
O -0.77999 0.80605 -0.11097
S -3.06823 -0.56162 0.06494
S 2.12926 -1.59565 0.00006
*
```

The value obtained for the HOMO energy is -8.3081 eV. Its LUMO energy is 0.012 eV. The gap between HOMO and LUMO is 8.32 eV.


Tell me which of them is the most stable. Sure, it is A.


A | This record from the OMol25 dataset describes a single C7H12N2O molecule. The level of theory is the ωB97M-V functional and the def2-TZVPD basis.

```
! RIJCOSX wB97M-V def2-TZVPD def2/J DEFGRID3
* xyz 0 1
C 3.09973 -0.18065 -0.98130
C 1.76274 0.08476 -1.13063
C 2.29799 -0.06660 0.93677
C -0.37678 1.96829 -0.01043
C -0.69287 -1.82344 0.31866
C -0.02389 0.61050 0.47043
C -1.14307 -0.43190 0.05000
N 3.45513 -0.24856 0.34108
N 1.28403 0.14861 0.09752
O -1.61224 -0.25924 -1.29724
H 3.80984 -0.67612 -1.65772
H 0.94086 0.06435 -1.83024
H 2.13733 0.29477 1.98901
H 0.38519 2.51999 0.50052
H -0.14382 2.07581 -1.12285
H -1.40975 2.32410 0.20315
H -0.06408 -1.74740 1.10622
H -0.16637 -2.31530 -0.64952
H -1.54966 -2.44649 0.51973
H -0.03136 0.52632 1.67774
H -1.98967 -0.12488 0.59944
H -1.90376 0.66152 -1.45675
*
```

The value obtained for the HOMO energy is -8.7266 eV. Its structure (SMILES) is C[C@H](O)[C@H](C)n1ccnc1. Its LUMO energy is 0.583 eV. The gap between HOMO and LUMO is 9.31 eV.


B | This record from the OMol25 dataset describes C7H12N2O as an isolated structure. The level of theory is the ωB97M-V functional and the def2-TZVPD basis.

```
! RIJCOSX wB97M-V def2-TZVPD def2/J DEFGRID3
* xyz 0 1
N -0.18226 -2.28980 -2.79691
C -0.57948 -1.02695 -2.70255
C 0.10379 -0.11282 -1.70622
N -0.05280 -0.58572 -0.34870
C 0.69582 0.17264 0.62931
C 0.36853 1.67998 0.91783
C 0.19122 1.32048 2.39281
C -0.91450 0.32336 2.53829
C 0.43941 -0.15409 2.09317
H 1.17838 -0.09724 -1.95093
H -0.27749 0.90714 -1.89337
H -1.03719 -0.59928 -0.09446
H 1.76475 0.06716 0.39453
H 1.21737 2.34350 0.71257
H -0.52846 2.07837 0.41894
H 0.56557 1.90083 3.23660
H -1.17338 0.04954 3.56200
H -1.76699 0.34454 1.85141
H 1.00062 -0.88745 2.67383
O -0.63690 -0.61560 -3.92252
H -0.12275 -2.75339 -1.89444
H -0.25327 -2.06518 -4.11118
*
```

The value obtained for the HOMO energy is -9.1959 eV. Its LUMO energy is 0.451 eV. The gap between HOMO and LUMO is 9.65 eV.


Tell me which of them is the most stable. Sure, it is A.